Entry 1:
{"formula": "C48H55Cl2NaO3P2SSi", "method": "ωB97M-V/def2-TZVPD", "de_lowest_kj_mol": 81.19, "energy_ev": -123570.342, "homo_lumo_gap_ev": 6.996, "total_charge": 0, "species": ["Na", "Cl", "C", "C", "C", "C", "C", "C", "P", "C", "C", "C", "C", "C", "C", "C", "C", "C", "C", "C", "C", "H", "H", "H", "H", "H", "H", "H", "H", "H", "H", "H", "H", "H", "H", "Cl", "C", "C", "C", "C", "C", "C", "P", "C", "C", "C", "C", "C", "C", "C", "C", "C", "C", "C", "C", "H", "H", "H", "H", "H", "H", "H", "H", "H", "H", "H", "H", "H", "H", "C", "C", "C", "C", "O", "Si", "S", "O", "C", "C", "C", "C", "O", "C", "C", "C", "C", "H", "H", "H", "H", "H", "H", "H", "H", "H", "H", "H", "H", "H", "H", "H", "H", "H", "H", "H", "H", "H", "H", "H", "H", "H", "H", "H"], "coordinates": [[0.406, -0.424, -1.040], [-1.330, -2.169, -1.591], [-2.886, -1.605, -2.082], [-3.987, -2.424, -1.908], [-5.230, -1.970, -2.318], [-5.360, -0.712, -2.886], [-4.251, 0.108, -3.034], [-2.988, -0.329, -2.643], [-1.485, 0.716, -2.656], [-0.528, 0.038, -4.070], [0.637, 0.743, -4.383], [1.449, 0.339, -5.429], [1.113, -0.787, -6.167], [-0.038, -1.496, -5.860], [-0.860, -1.085, -4.820], [-2.111, 2.249, -3.436], [-2.386, 3.327, -2.598], [-2.891, 4.509, -3.121], [-3.111, 4.622, -4.486], [-2.828, 3.555, -5.328], [-2.333, 2.369, -4.808], [-3.874, -3.397, -1.448], [-6.100, -2.599, -2.183], [-6.333, -0.364, -3.207], [-4.370, 1.099, -3.449], [0.888, 1.630, -3.810], [2.341, 0.903, -5.673], [1.753, -1.117, -6.975], [-0.306, -2.373, -6.436], [-1.770, -1.631, -4.605], [-2.201, 3.229, -1.534], [-3.112, 5.342, -2.466], [-3.504, 5.545, -4.895], [-2.997, 3.645, -6.393], [-2.122, 1.535, -5.466], [2.546, 0.875, -1.452], [3.911, 0.501, -0.464], [4.908, 1.444, -0.298], [6.007, 1.125, 0.482], [6.095, -0.118, 1.088], [5.077, -1.046, 0.933], [3.967, -0.757, 0.143], [2.503, -1.841, -0.036], [2.726, -2.546, -1.719], [1.819, -3.551, -2.064], [1.873, -4.157, -3.307], [2.829, -3.753, -4.229], [3.733, -2.758, -3.896], [3.687, -2.157, -2.645], [2.998, -3.297, 0.956], [2.414, -3.453, 2.210], [2.784, -4.514, 3.027], [3.734, -5.424, 2.589], [4.308, -5.283, 1.332], [3.943, -4.225, 0.516], [4.820, 2.417, -0.763], [6.792, 1.857, 0.625], [6.959, -0.364, 1.691], [5.141, -2.000, 1.439], [1.082, -3.872, -1.334], [1.175, -4.946, -3.557], [2.863, -4.210, -5.210], [4.486, -2.446, -4.609], [4.415, -1.397, -2.387], [1.669, -2.737, 2.540], [2.330, -4.629, 4.003], [4.027, -6.248, 3.228], [5.046, -5.997, 0.988], [4.389, -4.114, -0.464], [1.615, 0.232, 5.590], [1.124, 1.267, 4.579], [2.156, 1.419, 3.459], [0.919, 2.611, 5.284], [-0.122, 0.754, 4.096], [-1.087, 1.183, 2.831], [-0.346, 0.559, 1.020], [-1.299, 2.813, 2.966], [-1.853, 3.779, 2.063], [-2.349, 4.922, 2.948], [-0.754, 4.291, 1.127], [-3.030, 3.217, 1.259], [-2.577, 0.574, 3.172], [-3.075, -0.753, 3.354], [-4.504, -0.576, 3.867], [-2.249, -1.526, 4.383], [-3.100, -1.516, 2.026], [2.539, 0.563, 6.066], [1.796, -0.722, 5.089], [0.853, 0.079, 6.355], [3.116, 1.742, 3.870], [1.811, 2.156, 2.733], [2.291, 0.473, 2.933], [1.845, 2.943, 5.758], [0.141, 2.511, 6.042], [0.590, 3.354, 4.563], [-1.515, 5.372, 3.488], [-3.057, 4.526, 3.678], [-2.843, 5.690, 2.350], [0.078, 4.689, 1.713], [-1.138, 5.082, 0.476], [-0.383, 3.465, 0.522], [-3.732, 2.734, 1.940], [-2.675, 2.460, 0.556], [-3.542, 4.011, 0.711], [-4.491, 0.026, 4.776], [-4.964, -1.543, 4.082], [-5.104, -0.056, 3.118], [-2.171, -0.943, 5.302], [-1.239, -1.680, 4.006], [-2.709, -2.491, 4.601], [-3.674, -0.957, 1.283], [-3.555, -2.500, 2.166], [-2.086, -1.635, 1.649]], "lowdin_charge": [-0.4759, 0.8087, -0.6249, -0.0946, -0.0719, -0.0689, -0.0584, -0.3596, 1.0985, -0.3934, -0.1284, -0.0743, -0.0871, -0.0767, -0.0899, -0.3749, -0.0813, -0.0722, -0.0827, -0.0775, -0.0878, 0.1106, 0.1084, 0.1072, 0.1042, 0.0939, 0.1077, 0.1040, 0.1061, 0.1015, 0.0812, 0.1055, 0.1031, 0.1040, 0.1098, 0.8051, -0.6256, -0.0912, -0.0725, -0.0692, -0.0595, -0.3652, 1.0923, -0.3897, -0.1299, -0.0744, -0.0875, -0.0770, -0.0886, -0.3790, -0.0837, -0.0752, -0.0831, -0.0772, -0.0923, 0.1098, 0.1082, 0.1071, 0.1034, 0.0933, 0.1077, 0.1039, 0.1060, 0.1008, 0.1041, 0.1059, 0.1032, 0.1041, 0.1108, -0.0360, -0.6410, -0.0494, -0.0293, -0.1584, -0.1538, 0.3861, -0.1508, -0.6426, -0.0357, -0.0394, -0.0445, -0.1464, -0.6462, -0.0375, -0.0337, -0.0550, 0.0819, 0.0773, 0.0854, 0.0861, 0.0702, 0.0668, 0.0837, 0.0915, 0.0698, 0.0822, 0.0882, 0.0813, 0.0842, 0.0815, 0.0460, 0.0857, 0.0463, 0.0832, 0.0861, 0.0812, 0.0823, 0.0896, 0.0753, 0.0842, 0.0849, 0.0846, 0.0354]}


Entry 2:
{"formula": "C48H56ClN8", "method": "ωB97M-V/def2-TZVPD", "de_lowest_kj_mol": 731.93, "energy_ev": -75048.911, "homo_lumo_gap_ev": 5.989, "total_charge": 7, "species": ["C", "N", "C", "C", "C", "C", "C", "C", "C", "C", "N", "C", "C", "C", "H", "H", "H", "H", "H", "H", "H", "H", "H", "H", "H", "H", "H", "H", "C", "N", "C", "C", "C", "C", "C", "C", "C", "C", "N", "C", "C", "C", "H", "H", "H", "H", "H", "H", "H", "H", "H", "H", "H", "H", "H", "H", "C", "N", "C", "C", "C", "C", "C", "C", "C", "C", "N", "C", "C", "C", "H", "H", "H", "H", "H", "H", "H", "H", "H", "H", "H", "H", "H", "H", "C", "N", "C", "C", "C", "C", "C", "C", "C", "C", "N", "C", "C", "C", "H", "H", "H", "H", "H", "H", "H", "H", "H", "H", "H", "H", "H", "H", "Cl"], "coordinates": [[1.290, -0.258, -1.285], [2.401, -0.221, -0.287], [2.410, 0.785, 0.628], [3.325, 0.829, 1.670], [4.312, -0.158, 1.654], [4.255, -1.228, 0.740], [3.242, -1.224, -0.217], [5.453, -0.037, 2.638], [6.423, -1.042, 2.784], [7.551, -0.815, 3.555], [7.665, 0.290, 4.383], [6.723, 1.291, 4.324], [5.604, 1.143, 3.465], [8.823, 0.370, 5.292], [1.619, -0.778, -2.185], [1.178, 0.775, -1.616], [0.371, -0.607, -0.816], [1.572, 1.459, 0.522], [3.141, 1.449, 2.534], [4.944, -2.058, 0.782], [3.129, -1.930, -1.026], [6.484, -1.870, 2.093], [8.390, -1.495, 3.588], [6.953, 2.228, 4.809], [4.883, 1.947, 3.434], [8.958, 1.397, 5.631], [9.702, -0.044, 4.799], [8.525, -0.301, 6.098], [-9.757, 8.948, -2.842], [-8.551, 8.256, -2.305], [-7.495, 8.153, -3.104], [-6.429, 7.363, -2.774], [-6.395, 6.630, -1.551], [-7.496, 6.827, -0.678], [-8.550, 7.661, -1.082], [-5.223, 5.829, -1.074], [-5.291, 4.598, -0.491], [-4.129, 3.930, -0.159], [-2.944, 4.501, -0.275], [-2.800, 5.742, -0.771], [-3.919, 6.471, -1.156], [-1.695, 3.712, 0.115], [-10.606, 8.756, -2.186], [-9.949, 8.568, -3.846], [-9.513, 10.009, -2.782], [-7.600, 8.732, -4.010], [-5.703, 7.343, -3.573], [-7.644, 6.331, 0.270], [-9.414, 7.846, -0.461], [-6.261, 4.131, -0.399], [-4.118, 2.932, 0.253], [-1.785, 6.030, -1.005], [-3.799, 7.496, -1.473], [-1.142, 4.414, 0.739], [-1.116, 3.596, -0.802], [-1.922, 2.768, 0.610], [0.840, -1.384, 4.034], [1.701, -2.442, 3.434], [2.889, -2.809, 4.022], [3.627, -3.826, 3.466], [3.350, -4.380, 2.230], [2.131, -3.972, 1.663], [1.302, -2.992, 2.224], [4.232, -5.294, 1.378], [5.628, -5.277, 1.579], [6.435, -6.037, 0.684], [5.889, -6.742, -0.345], [4.567, -6.743, -0.599], [3.759, -6.079, 0.286], [6.860, -7.381, -1.235], [-0.192, -1.650, 3.807], [1.218, -0.435, 3.652], [0.920, -1.436, 5.120], [3.062, -2.302, 4.960], [4.535, -4.012, 4.020], [1.770, -4.392, 0.736], [0.426, -2.609, 1.721], [6.110, -4.597, 2.266], [7.508, -6.081, 0.795], [4.223, -7.172, -1.528], [2.700, -5.959, 0.115], [7.397, -6.641, -1.829], [6.243, -7.944, -1.936], [7.336, -8.191, -0.683], [0.252, 1.482, -4.542], [-0.678, 0.539, -3.815], [-0.486, -0.786, -3.944], [-1.296, -1.696, -3.281], [-2.441, -1.265, -2.593], [-2.634, 0.124, -2.493], [-1.731, 1.023, -3.139], [-3.365, -2.242, -2.001], [-3.938, -3.289, -2.796], [-4.897, -4.166, -2.217], [-5.297, -3.995, -0.914], [-4.860, -2.964, -0.219], [-3.786, -2.135, -0.665], [-6.365, -4.890, -0.427], [0.137, 2.490, -4.143], [-0.037, 1.312, -5.579], [1.306, 1.218, -4.454], [0.387, -1.118, -4.484], [-1.116, -2.761, -3.273], [-3.551, 0.504, -2.067], [-1.771, 2.103, -3.129], [-3.581, -3.338, -3.815], [-5.214, -5.094, -2.669], [-5.149, -2.947, 0.821], [-3.380, -1.351, -0.043], [-6.286, -5.864, -0.911], [-7.329, -4.387, -0.494], [-6.037, -5.138, 0.583], [-1.399, -0.062, 1.487]], "lowdin_charge": [0.0119, -0.0658, 0.0362, 0.0581, -0.1052, 0.0574, -0.0094, -0.0969, 0.0218, 0.0509, -0.0621, 0.0825, 0.0808, 0.0670, 0.0968, 0.0983, 0.0511, 0.1356, 0.1354, 0.1144, 0.1530, 0.1086, 0.1571, 0.1622, 0.1184, 0.1250, 0.1241, 0.1297, 0.0745, -0.0686, 0.0043, 0.0533, -0.1018, 0.0693, 0.0619, -0.1002, 0.0447, -0.0001, -0.0837, 0.0114, 0.1005, 0.0460, 0.1165, 0.1245, 0.1294, 0.1666, 0.1391, 0.1380, 0.1594, 0.1465, 0.1481, 0.1538, 0.1436, 0.1113, 0.0842, 0.0421, 0.0201, -0.0580, 0.0387, 0.0334, -0.1056, 0.0204, 0.0407, -0.0898, 0.0602, 0.0636, -0.0761, 0.0443, 0.0483, 0.0550, 0.0837, 0.0890, 0.1172, 0.1588, 0.1401, 0.1145, 0.1095, 0.1155, 0.1613, 0.1650, 0.1150, 0.1331, 0.1112, 0.1390, 0.0654, -0.0915, -0.0136, 0.0499, -0.1366, 0.0799, 0.0310, -0.1448, 0.0879, 0.0722, -0.0872, 0.0314, 0.0569, 0.0642, 0.1072, 0.1294, 0.1079, 0.1571, 0.1416, 0.1338, 0.1375, 0.1340, 0.1550, 0.1595, 0.0456, 0.1202, 0.1346, 0.1180, -0.4463]}